Entry 1:
Entry from the OMol25 dataset: one molecule with the formula C2HClN2O2 in a non-equilibrium geometry (ωB97M-V/def2-TZVPD).

As for the HOMO energy: -9.57 eV. The lowest unoccupied orbital energy is 0.59 eV. The total charge is 0. As for the SMILES: Oc1nnoc1Cl. The HOMO-LUMO gap is 10.2 eV. As for the energy above the lowest of the compared OMol25 structures with the same formula, charge and spin: 239.7 kJ/mol. The maximum force comes out at 5.5 eV Å⁻¹. For the total energy, the calculation gives -21684.88135 eV.

Element x y z (Å)
C1 -0.044 -0.432 -0.184
C2 0.686 0.701 -0.100
H1 -0.335 -2.246 -0.433
N1 -1.128 -0.242 0.559
N2 -1.216 0.857 1.055
O1 0.202 -1.574 -0.785
O2 -0.169 1.524 0.586
Cl1 2.004 1.412 -0.698

Population analysis type natural (NBO), resulting atomic charges in e: C 0.33; C 0.07; H 0.50; N -0.27; N 0.13; O -0.64; O -0.27; Cl 0.15

=====

Entry 2:
Entry from the OMol25 dataset: one molecule with the formula C2HClN2O2 in a non-equilibrium geometry (ωB97M-V/def2-TZVPD).

As for the HOMO energy: -9.57 eV. The lowest unoccupied orbital energy is -1.38 eV. The total charge is 0. As for the SMILES: O=[N+]([O-])C=C=NCl. The HOMO-LUMO gap is 8.2 eV. As for the energy above the lowest of the compared OMol25 structures with the same formula, charge and spin: 588.6 kJ/mol. The maximum force comes out at 2.7 eV Å⁻¹. For the total energy, the calculation gives -21681.26477 eV.

Element x y z (Å)
C1 0.726 0.572 -0.089
C2 -0.626 0.394 0.091
N1 1.923 0.612 -0.274
N2 -1.257 -0.865 -0.004
O1 -2.491 -0.845 -0.075
O2 -0.546 -1.877 -0.013
Cl1 3.602 0.749 0.041
H1 -1.331 1.259 0.323

Population analysis type natural (NBO), resulting atomic charges in e: C 0.52; C -0.38; N -0.43; N 0.50; O -0.39; O -0.41; Cl 0.31; H 0.27

=====

Entry 3:
Entry from the OMol25 dataset: a 2-piece molecular cluster, C2HClNO3S overall in a non-equilibrium geometry (ωB97M-V/def2-TZVPD).

Its spin multiplicity is 3. As for the HOMO energy (alpha / beta): -2.10 / -5.43 eV. The lowest unoccupied orbital energy (alpha / beta) is 3.33 / 1.57 eV. The total charge is -1. The HOMO-LUMO gap (alpha / beta) is 5.4 / 7.0 eV. The maximum force comes out at 3.2 eV Å⁻¹. For the total energy, the calculation gives -33078.35797 eV.

Element x y z (Å)
C1 1.115 -0.182 -1.316
C2 0.651 -0.027 -0.053
N1 1.607 -0.507 -2.316
O1 0.111 -3.211 -0.432
O2 -0.846 -2.162 1.528
O3 -1.941 -1.863 -0.714
S1 -0.755 -2.190 0.094
Cl1 1.806 -0.337 1.174
H1 -0.133 0.543 0.431

Population analysis type natural (NBO), resulting atomic charges in e: C 0.17; C -0.25; N -0.28; O -1.00; O -1.00; O -1.00; S 2.05; Cl 0.05; H 0.25

=====

Entry 4:
Entry from the OMol25 dataset: C2HCsLiO2 as an isolated structure in a non-equilibrium geometry (ωB97M-V/def2-TZVPD).

As for the HOMO energy (alpha / beta): -7.89 / -7.89 eV. The lowest unoccupied orbital energy (alpha / beta) is -3.68 / -3.68 eV. The total charge is +1. The HOMO-LUMO gap (alpha / beta) is 4.2 / 4.2 eV. As for the energy above the lowest of the compared OMol25 structures with the same formula, charge and spin: 102.8 kJ/mol. The maximum force comes out at 5.9 eV Å⁻¹. For the total energy, the calculation gives -6929.40639 eV.

Element x y z (Å)
O1 3.991 -2.115 0.902
C1 4.807 -2.259 1.672
Li1 2.408 -1.398 -0.337
C2 0.046 -1.239 1.273
O2 -0.929 -0.811 0.768
Cs1 -2.627 1.750 -1.925
H1 0.389 -1.477 2.272

Population analysis type natural (NBO), resulting atomic charges in e: O -0.62; C 0.62; Li 0.56; C 0.01; O -0.64; Cs 0.99; H 0.09

=====

- Which value of total energy does entry 4 give?
  -6929.40639 eV

=====

- Among the records above, which one has the highest maximum force?
  C2HCsLiO2